[1]
A cluster of 2 separate species, C5H10N5O in total, computed with ωB97M-V/def2-TZVPD.

Cartesian coordinates (Å):
O: -1.0024 2.0312 1.0065
N: -2.8481 0.6716 0.3868
N: 2.6289 0.9256 0.9684
N: 0.7818 -0.5610 0.7758
N: -1.3629 -1.8689 0.4819
N: -0.1762 -0.8113 -1.2445
C: -0.5198 -0.7526 0.1292
C: 1.6699 0.2965 0.3628
C: 0.7396 -0.0080 -1.9072
C: -1.6183 1.0606 0.6655
C: 1.5781 0.6586 -1.1096
H: -3.1600 -0.0245 -0.2213
H: 2.0655 1.5639 -1.4384
H: -1.1460 -2.7027 -0.0463
H: 0.7241 0.2733 -3.0170
H: -0.7114 -1.4222 -1.8678
H: 3.0551 0.7536 1.9002
H: -3.5871 1.3885 0.6381
H: -1.2191 -2.1840 1.4118
H: 0.9048 -0.8908 1.7271
H: 3.2036 1.6029 0.3977

Summary:
**LUMO**: -3.16 eV
**Relative energy (zero: lowest compared OMol25 entry of this formula, charge and spin)**: 63.8 kcal per mole
**Total charge**: +1


[2]
A structure of composition C16H9NO8SZr, computed with ωB97M-V/def2-TZVPD.

Cartesian coordinates (Å):
Zr: -0.7884 -0.5850 -0.8093
S: -1.8469 -3.6915 0.9149
O: 2.7662 3.8546 3.5935
O: 1.1900 -3.0960 -3.2681
O: 0.2448 1.0287 -0.1128
O: 0.6398 -1.5965 -1.6757
O: 0.0104 -0.8077 1.0517
O: -2.5783 0.4733 -0.9592
O: -4.4567 0.8977 -2.1752
O: 3.9145 2.3056 4.8459
N: -1.5233 -0.9628 -2.7365
C: -1.8607 -2.5373 -0.0551
C: 1.4965 0.8381 1.9362
C: -3.3011 0.2853 -2.0123
C: 3.0724 0.3106 3.6965
C: 2.1950 -0.0963 2.7005
C: -1.5620 -2.6484 -4.4034
C: 2.4712 2.6018 3.1564
C: -3.5289 -1.2711 -4.0274
C: 3.5888 3.6944 4.7457
C: 3.1773 1.6654 3.9187
C: -2.8889 -2.2710 -4.7232
C: 1.6390 2.2240 2.1441
C: 0.5712 0.3519 0.9329
C: -0.9225 -1.9695 -3.4038
C: -2.8236 -0.6233 -2.9996
C: 0.4447 -2.2908 -2.7983
H: -4.6391 1.5003 -1.4421
H: 2.0541 -1.1473 2.4924
H: 3.0401 4.0023 5.6398
H: 3.6462 -0.3971 4.2777
H: -3.4180 -2.8058 -5.4997
H: -4.5569 -1.0015 -4.2236
H: -1.0610 -3.4611 -4.9091
H: 1.0947 2.9436 1.5483
H: 4.4992 4.2824 4.6392

Summary:
**Multiplicity**: 2
**LUMO (alpha / beta)**: -5.02 / -4.97 eV
**Total charge**: +1


[3]
The molecule C5H12I3NSi, computed with ωB97M-V/def2-TZVPD.

Cartesian coordinates (Å):
I: -3.5232 -1.7770 -1.6538
I: -4.4948 -0.4642 2.0053
I: -3.7396 2.2492 -0.8569
Si: -2.9779 0.0553 0.0116
N: -1.3496 -0.0200 0.4951
C: -0.0672 0.1382 -0.2561
C: -0.4038 0.7280 -1.6588
C: -1.0318 -0.4309 1.8610
C: 1.0042 1.0838 0.2964
C: 0.3881 -1.3277 -0.7772
H: -0.0819 -0.7694 1.8035
H: 1.9332 1.2308 -0.4748
H: -1.2090 0.2860 2.7001
H: -1.0440 1.6011 -1.4546
H: 1.3003 0.7228 1.3125
H: 0.5985 -1.9217 0.0918
H: -0.7637 -0.1295 -2.3826
H: 0.4504 1.0863 -2.2081
H: 0.4399 1.9805 0.5274
H: -0.4003 -1.8563 -1.2356
H: 1.1568 -1.1315 -1.3904
H: -1.8255 -1.2510 1.9839

Summary:
**Structure (SMILES)**: CN(C(C)(C)C)[Si](I)(I)I
**LUMO**: -0.58 eV


For reference, electronic energy by record: -545.2589; -1716.9240; -1435.1058 hartree.
For reference, max |F| by record: 5.07; 1.79; 5.36 eV/Å.